No. 1
The following is a quantum chemistry calculation of the molecule C5H5NO2S at a distorted geometry, from the Open Molecules 2025 dataset.

The geometry in XYZ format:
```
14
Properties=species:S:1:pos:R:3
C 1.832 0.761 -0.456
C 0.973 0.800 -1.595
C 1.143 0.242 0.583
C -0.226 0.299 -1.223
C -1.118 -0.671 0.985
N -0.151 -0.074 0.169
O -1.359 0.123 -1.908
O -2.216 -0.971 0.582
S -0.611 -0.966 2.654
H 2.855 1.082 -0.450
H 1.209 1.168 -2.571
H 1.454 0.059 1.592
H -2.017 -0.311 -1.341
H -1.769 -1.540 2.980
```

The calculated total energy comes out at -796.95081 Eh. For the LUMO energy, the calculation gives 0.0192 hartree. The HOMO-LUMO gap is 8.79 eV. As for the molecular weight: 143.17 g mol⁻¹. As for the highest occupied orbital energy: -8.27 eV. As for the structure (SMILES): O=C(S)n1cccc1O.

Results of the Löwdin charge analysis, in e, for atoms 1 through 6: atom 1 (C): -0.0734, atom 2 (C): -0.0212, atom 3 (C): -0.1342, atom 4 (C): -0.2922, atom 5 (C): -0.7591, atom 6 (N): -0.0032



No. 2
The following is a quantum chemistry calculation of the molecule C5H5NO3S at a distorted geometry, from the Open Molecules 2025 dataset.

The geometry in XYZ format:
```
15
Properties=species:S:1:pos:R:3
C -0.810 1.256 -0.520
C -1.403 2.185 -1.047
C -0.735 0.108 0.306
C 0.537 -0.603 0.242
C 0.758 -1.677 1.201
N 1.688 -0.079 -0.244
O -0.148 -2.251 1.778
O 2.014 -2.010 1.481
O -1.780 -0.336 0.977
S -1.937 3.517 -1.979
H 2.240 -0.860 -0.635
H 2.538 -1.495 0.812
H 1.416 0.468 -1.133
H -1.559 -1.030 1.567
H -2.821 2.807 -2.805
```

The calculated total energy comes out at -872.02282 Eh. For the LUMO energy (alpha / beta), the calculation gives 0.0095 / -0.0733 hartree. The HOMO-LUMO gap (alpha / beta) is 6.41 / 7.38 eV. As for the molecular weight: 159.17 g mol⁻¹. As for the highest occupied orbital energy (alpha / beta): -6.15 / -9.38 eV. As for the multiplicity: 3.

Results of the Löwdin charge analysis, in e, for atoms 1 through 6: atom 1 (C): -0.0727, atom 2 (C): -0.5080, atom 3 (C): -0.2705, atom 4 (C): -0.1861, atom 5 (C): -0.5128, atom 6 (N): 0.1188



No. 3
The following is a quantum chemistry calculation of a 2-piece molecular cluster, C5H5NO4S overall at a distorted geometry, from the Open Molecules 2025 dataset.

The geometry in XYZ format:
```
16
Properties=species:S:1:pos:R:3
C 1.546 1.495 1.528
C -1.279 0.238 -0.795
C -2.458 0.258 1.292
C 1.101 0.529 0.499
C 1.627 -1.093 -1.591
N 1.693 2.188 2.473
O -1.807 1.023 1.953
O -1.078 -0.251 -1.817
O 0.340 -0.693 0.813
O -2.002 -0.402 0.150
S 1.883 -0.997 0.198
H -0.879 1.199 -0.473
H -3.472 -0.180 1.499
H 2.653 -1.096 -1.958
H 1.189 -1.975 -1.764
H 0.942 -0.244 -2.007
```

The calculated total energy comes out at -947.22507 Eh. For the LUMO energy (alpha / beta), the calculation gives -0.0243 / -0.0243 hartree. The HOMO-LUMO gap (alpha / beta) is 7.81 / 7.81 eV. As for the molecular weight: 175.16 g mol⁻¹. As for the highest occupied orbital energy (alpha / beta): -8.47 / -8.47 eV.

Results of the Löwdin charge analysis, in e, for atoms 1 through 6: atom 1 (C): -0.2422, atom 2 (C): -0.4100, atom 3 (C): -0.2482, atom 4 (C): -0.4979, atom 5 (C): -0.2444, atom 6 (N): 0.1270



No. 4
The following is a quantum chemistry calculation of a 2-piece molecular cluster, C5H5NOS overall at a distorted geometry, from the Open Molecules 2025 dataset.

The geometry in XYZ format:
```
13
Properties=species:S:1:pos:R:3
C 0.618 0.172 0.087
C -2.067 0.242 0.230
C -2.678 -0.986 -0.287
C 1.714 1.034 -0.088
C 2.596 1.803 -0.213
H 3.030 -0.917 1.314
H -2.690 1.200 0.842
H -2.025 -1.970 -0.860
H -3.855 -1.092 -0.339
H 3.262 2.810 -0.631
N 0.648 -1.118 0.037
O -0.688 0.686 -0.033
S 2.134 -1.866 -0.058
```

The calculated total energy comes out at -721.37762 Eh. For the LUMO energy, the calculation gives -0.0234 hartree. The HOMO-LUMO gap is 7.87 eV. As for the molecular weight: 127.17 g mol⁻¹. As for the highest occupied orbital energy: -8.51 eV.

Results of the Löwdin charge analysis, in e, for atoms 1 through 6: atom 1 (C): -0.4794, atom 2 (C): -0.1546, atom 3 (C): -0.0343, atom 4 (C): -0.1688, atom 5 (C): 0.1088, atom 6 (H): 0.0774



No. 5
The following is a quantum chemistry calculation of the molecule C5H5NOS at a distorted geometry, from the Open Molecules 2025 dataset.

The geometry in XYZ format:
```
13
Properties=species:S:1:pos:R:3
C 2.459 0.090 -0.579
C -0.584 -1.807 0.016
C 0.262 -0.812 0.311
C 0.011 0.605 0.679
C -1.138 1.239 -0.183
N 2.666 0.999 -1.230
O 0.557 1.072 1.596
S 2.018 -1.118 0.531
H -0.214 -2.799 -0.235
H -1.683 -1.725 0.133
H -1.812 0.399 -0.406
H -0.814 1.864 -1.063
H -1.728 1.992 0.431
```

The calculated total energy comes out at -721.63896 Eh. For the LUMO energy, the calculation gives -0.0070 hartree. The HOMO-LUMO gap is 9.70 eV. As for the molecular weight: 127.17 g mol⁻¹. As for the highest occupied orbital energy: -9.89 eV. As for the structure (SMILES): C=C(SC#N)C(C)=O.

Results of the Löwdin charge analysis, in e, for atoms 1 through 6: atom 1 (C): -0.6135, atom 2 (C): 0.0379, atom 3 (C): -0.5293, atom 4 (C): -0.5343, atom 5 (C): 0.0047, atom 6 (N): 0.1178



No. 6
The following is a quantum chemistry calculation of the molecule C5H5NOS at a distorted geometry, from the Open Molecules 2025 dataset.

The geometry in XYZ format:
```
13
Properties=species:S:1:pos:R:3
C -4.309 -0.262 0.076
C -2.850 -0.015 0.081
C -1.658 0.168 -0.030
C -0.249 0.432 -0.098
C 1.851 -0.946 -0.008
H -4.631 -0.497 1.101
H -4.906 0.602 -0.300
H -4.570 -1.157 -0.510
H -0.010 -1.589 -0.344
H 2.118 -2.017 -0.064
N 0.487 -0.747 -0.137
O 0.278 1.520 -0.085
S 3.103 0.092 0.102
```

The calculated total energy comes out at -721.63753 Eh. For the LUMO energy, the calculation gives -0.0100 hartree. The HOMO-LUMO gap is 8.20 eV. As for the molecular weight: 127.17 g mol⁻¹. As for the highest occupied orbital energy: -8.47 eV. As for the structure (SMILES): CC#CC(=O)NC=S.

Results of the Löwdin charge analysis, in e, for atoms 1 through 6: atom 1 (C): -0.0907, atom 2 (C): -0.0307, atom 3 (C): 0.0644, atom 4 (C): -0.4906, atom 5 (C): -0.6844, atom 6 (H): 0.0802



Copy entry 4 word for word.
The following is a quantum chemistry calculation of a 2-piece molecular cluster, C5H5NOS overall at a distorted geometry, from the Open Molecules 2025 dataset.

The geometry in XYZ format:
```
13
Properties=species:S:1:pos:R:3
C 0.618 0.172 0.087
C -2.067 0.242 0.230
C -2.678 -0.986 -0.287
C 1.714 1.034 -0.088
C 2.596 1.803 -0.213
H 3.030 -0.917 1.314
H -2.690 1.200 0.842
H -2.025 -1.970 -0.860
H -3.855 -1.092 -0.339
H 3.262 2.810 -0.631
N 0.648 -1.118 0.037
O -0.688 0.686 -0.033
S 2.134 -1.866 -0.058
```

The calculated total energy comes out at -721.37762 Eh. For the LUMO energy, the calculation gives -0.0234 hartree. The HOMO-LUMO gap is 7.87 eV. As for the molecular weight: 127.17 g mol⁻¹. As for the highest occupied orbital energy: -8.51 eV.

Results of the Löwdin charge analysis, in e, for atoms 1 through 6: atom 1 (C): -0.4794, atom 2 (C): -0.1546, atom 3 (C): -0.0343, atom 4 (C): -0.1688, atom 5 (C): 0.1088, atom 6 (H): 0.0774